The following is a DFT calculation (the ωB97M-V functional and the def2-TZVPD basis) of 2 unconnected molecules or ions with the total composition C2H4N2O3 in a non-equilibrium geometry.

highest occupied orbital energy	-20.11	eV
energy relative to the best compared isomer or geometry (same formula, charge and spin)	0.0	kJ/mol
Kohn-Sham gap	9.8173	eV
E	-11236.91409	eV

Geometry as ORCA input:
```
! wB97M-V def2-TZVPD RIJCOSX def2/J DEFGRID3
* xyz 2 1
C -2.43 -0.30 -0.10
C 2.13 0.37 -0.03
N -1.46 -0.23 -0.75
N -3.58 -0.18 0.47
O 1.04 0.34 -0.35
O 4.43 0.18 -0.20
O 3.22 0.41 0.41
H -0.59 -0.43 -1.28
H 5.11 0.71 0.37
H -3.54 -0.09 1.45
H -4.32 -0.78 0.01
*
```